#one
The ion C4H10N with charge +1, computed with the ωB97M-V functional and the def2-TZVPD basis.

Geometry as XYZ:
```
15
Properties=species:S:1:pos:R:3
C -1.08 -0.18 -0.67
C 0.13 0.65 -1.09
C 1.25 0.04 -0.25
N 0.56 -0.40 1.02
C -0.96 -0.08 0.84
H -2.04 0.16 -1.05
H -1.04 -1.22 -0.96
H 0.34 0.68 -2.15
H -0.06 1.67 -0.77
H 1.67 -0.84 -0.73
H 2.10 0.67 -0.04
H 0.64 -1.39 1.23
H 0.90 0.08 1.85
H -1.48 -0.80 1.46
H -1.11 0.92 1.21
```

As for the LUMO energy: -3.456 eV. As for the SMILES: C1CC[NH2+]C1. The charge is +1.

In the natural (NBO) picture, each atom carries the following charge in e: -0.433 -0.418 -0.235 -0.511 -0.195 0.265 0.223 0.263 0.221 0.233 0.246 0.438 0.442 0.237 0.224

#two
A cluster of 2 separate species, C4H10N in total, computed with the ωB97M-V functional and the def2-TZVPD basis.

Geometry as XYZ:
```
15
Properties=species:S:1:pos:R:3
C 2.59 0.00 -0.32
C 2.92 0.19 0.96
H 3.32 0.20 -1.09
H 1.78 -0.71 -0.50
H 3.92 0.48 1.25
H 2.15 0.32 1.73
C -2.14 -0.28 0.92
C -1.16 -0.20 -1.28
N -1.97 0.31 -0.41
H -2.66 -1.23 0.86
H -1.16 -0.46 1.37
H -2.60 0.48 1.55
H -0.10 -0.33 -1.07
H -1.49 -0.19 -2.33
H -2.58 1.10 -0.63
```

As for the LUMO energy: -6.478 eV. The charge is +1.

In the natural (NBO) picture, each atom carries the following charge in e: -0.435 -0.330 0.216 0.163 0.211 0.188 -0.441 0.170 -0.414 0.256 0.243 0.248 0.247 0.224 0.453

#three
A cluster of 2 separate species, C4H10N in total, computed with the ωB97M-V functional and the def2-TZVPD basis.

Geometry as XYZ:
```
15
Properties=species:S:1:pos:R:3
C 0.84 -0.32 -1.91
C 0.48 1.63 -0.02
C -0.38 -1.86 0.73
C -0.42 0.52 0.37
N 0.31 -0.70 0.40
H 1.79 -0.51 -1.56
H 0.44 -1.07 -2.55
H 1.51 1.65 -0.14
H -0.01 0.46 -2.03
H 0.00 2.57 0.16
H -0.22 -1.85 1.84
H 0.14 -2.78 0.33
H -1.42 -1.92 0.54
H -1.44 0.61 -0.16
H -0.72 0.82 1.41
```

As for the LUMO energy (alpha / beta): -7.584 / -6.417 eV. The charge is +1.

In the natural (NBO) picture, each atom carries the following charge in e: -0.377 0.097 -0.469 -0.439 -0.265 0.235 0.201 0.222 0.223 0.203 0.257 0.250 0.201 0.304 0.356

Most favorable structure: #one. The second most favorable one is 3.702 eV above it.

#one
A cluster of 17 separate species, H35O17 in total, computed with the ωB97M-V functional and the def2-TZVPD basis.

Geometry as XYZ:
```
52
Properties=species:S:1:pos:R:3
O 3.87 1.56 1.16
H 4.51 2.17 1.54
H 4.41 1.04 0.57
O 1.18 -3.98 1.87
H 1.21 -4.03 0.91
H 2.05 -4.33 2.10
O -2.38 2.76 -1.86
H -2.43 3.67 -2.20
H -1.52 2.94 -1.38
O 1.27 2.51 1.86
H 1.11 3.46 1.90
H 2.16 2.18 2.06
O -0.72 1.61 -0.23
H 0.05 1.83 0.30
O -2.15 -1.30 2.90
H -1.24 -1.30 3.24
H -2.43 -2.21 2.75
O 1.65 -1.98 0.24
H 2.38 -1.62 -0.29
H 1.74 -1.60 1.12
O 1.39 1.47 -2.38
H 2.06 1.46 -1.70
H 1.32 0.56 -2.68
O -0.22 -0.66 -1.55
H -2.24 -0.24 -1.42
H 0.40 -1.09 -0.94
O -1.79 -2.62 -0.59
H -1.83 -3.39 -1.17
H -1.25 -2.84 0.17
O 3.89 -2.05 -1.60
H 4.53 -2.63 -1.18
H 4.00 -2.11 -2.55
O -0.58 4.59 -0.75
H 0.07 4.39 -1.43
H -1.01 5.40 -1.06
O 0.66 -1.76 3.40
H 1.49 -1.29 3.26
H 0.88 -2.70 3.26
O -3.15 0.64 1.27
H -2.52 1.52 1.41
H -2.74 -0.13 1.74
O -1.55 -2.99 -3.78
H -0.92 -2.44 -4.27
H -1.48 -3.86 -4.22
O -3.06 0.23 -1.28
H -3.10 1.18 -1.48
H -3.07 0.36 0.28
O -1.71 2.47 2.08
H -1.52 3.33 1.67
H -0.84 2.08 1.87
H -0.27 1.20 -1.01
H -0.57 -1.47 -1.95
```

As for the LUMO energy: -2.805 eV. The charge is +1.

In the natural (NBO) picture, each atom carries the following charge in e: -0.965 0.485 0.486 -0.963 0.497 0.477 -0.988 0.472 0.511 -1.011 0.499 0.521 -1.009 0.476 -0.980 0.519 0.491 -0.978 0.501 0.484 -0.948 0.466 0.489 -1.004 0.513 0.497 -0.958 0.490 0.474 -0.975 0.489 0.494 -0.959 0.487 0.485 -0.975 0.469 0.508 -0.862 0.530 0.539 -0.952 0.474 0.480 -0.971 0.527 0.531 -0.893 0.502 0.505 0.521 0.500

#two
A cluster of 17 separate species, H35O17 in total, computed with the ωB97M-V functional and the def2-TZVPD basis.

Geometry as XYZ:
```
52
Properties=species:S:1:pos:R:3
O -0.96 1.79 4.62
H -2.39 -2.29 0.62
H -0.92 -2.59 0.08
O -1.43 -2.01 0.66
H -0.18 -1.83 3.74
H 3.22 3.86 -1.67
O 1.99 -0.59 1.05
H 2.88 -0.75 1.39
H -0.21 -0.35 2.68
O -4.02 0.67 -1.35
H -3.79 1.61 -1.33
H -1.14 0.51 0.98
O -0.70 0.40 2.29
H -1.89 0.02 -0.80
O -0.01 1.87 -3.81
H 0.84 2.09 -3.42
H 0.77 -1.00 -2.46
O -3.95 -2.32 0.39
H 5.67 1.12 0.22
H 0.14 -3.07 -2.30
O -1.39 -0.55 -1.49
H -0.28 1.24 5.02
H -1.32 -1.66 -1.34
O 0.58 -1.86 3.15
H 2.03 3.47 -0.93
H 0.39 -2.28 2.29
O 0.87 -1.27 -3.39
H -4.33 -1.62 0.96
H 1.03 -0.39 -3.80
O 1.34 -2.86 -0.04
H -1.48 3.89 1.82
H 3.18 1.33 -1.58
O -0.66 -2.97 -1.76
H 1.84 -3.20 -0.78
H -1.16 -3.78 -1.93
O -0.79 3.47 2.34
H -0.42 2.50 4.23
H 2.11 -0.05 0.25
O 2.83 0.43 -1.46
H -4.65 -2.99 0.37
H -0.46 2.42 -4.45
O -1.62 1.22 0.30
H -1.17 3.66 3.21
H -1.62 -0.37 -2.41
O 2.43 3.30 -1.80
H 3.51 -0.05 -0.94
H -4.78 0.62 -1.94
O 4.96 0.61 0.63
H 5.44 -0.09 1.10
H -0.94 1.19 2.82
H 1.56 -1.96 0.30
H -0.95 1.47 -0.34
```

As for the LUMO energy: -2.333 eV. The charge is +1.

In the natural (NBO) picture, each atom carries the following charge in e: -0.930 0.498 0.489 -1.022 0.482 0.481 -0.945 0.485 0.514 -0.957 0.484 0.522 -0.989 0.572 -1.010 0.508 0.472 -0.949 0.485 0.529 -0.889 0.482 0.571 -0.955 0.482 0.511 -0.968 0.501 0.497 -1.025 0.483 0.501 -0.942 0.473 0.508 -0.935 0.468 0.499 -0.985 0.496 0.503 -1.012 0.459 0.537 -0.954 0.491 0.479 -0.962 0.483 0.530 0.499 0.456

Most favorable structure: #one. The second most favorable one is 1.744 eV above it.

#one
A cluster of 2 separate species, C2H8N4O in total, computed with the ωB97M-V functional and the def2-TZVPD basis.

Geometry as XYZ:
```
15
Properties=species:S:1:pos:R:3
C -2.72 -0.10 0.08
C 1.91 0.45 0.08
N 0.95 0.98 -0.40
N -1.81 -0.93 -0.15
N -3.62 0.79 -0.02
N 2.30 -0.99 -0.04
O -0.59 -1.01 0.04
H 2.79 0.96 0.48
H 0.93 1.99 -0.34
H -2.38 -1.86 -0.32
H -3.81 1.25 0.90
H -3.99 0.95 -0.97
H 1.52 -1.63 -0.32
H 2.45 -1.59 0.86
H 3.22 -1.16 -0.49
```

As for the LUMO energy (alpha / beta): -9.535 / -9.536 eV. The charge is +2.

In the natural (NBO) picture, each atom carries the following charge in e: 0.615 0.271 -0.536 -0.027 -0.610 -0.763 -0.394 0.195 0.410 0.431 0.498 0.489 0.470 0.472 0.479

#two
The ion C2H8N4O with charge +2, computed with the ωB97M-V functional and the def2-TZVPD basis.

Geometry as XYZ:
```
15
Properties=species:S:1:pos:R:3
C 0.63 2.55 1.38
N 0.25 1.84 0.44
C 0.16 1.13 -0.62
N -0.26 -0.13 -0.70
O -0.80 -0.50 -1.91
N -0.38 -1.03 0.33
N 0.32 -2.34 0.19
H 1.68 2.79 1.58
H -0.11 3.04 2.12
H -0.01 1.77 -1.49
H -1.69 -0.16 -1.97
H -1.43 -1.02 0.55
H 0.56 -2.49 -0.81
H -0.22 -3.19 0.33
H 1.30 -2.23 0.57
```

As for the LUMO energy: -8.560 eV. As for the SMILES: C=N/C=[N+](/O)N[NH3+]. The charge is +2.

In the natural (NBO) picture, each atom carries the following charge in e: 0.143 -0.325 0.341 -0.002 -0.502 -0.285 -0.540 0.250 0.268 0.288 0.503 0.438 0.457 0.487 0.480

Most favorable structure: #two. The second most favorable one is 0.263 eV above it.